{
  "formula": "C22H24CuN3O5Si",
  "method": "ωB97M-V/def2-TZVPD",
  "species": ["Cu", "O", "C", "C", "C", "N", "C", "C", "C", "O", "O", "C", "O", "O", "H", "H", "H", "C", "C", "C", "C", "N", "C", "C", "H", "H", "H", "H", "H", "H", "H", "C", "Si", "C", "C", "N", "C", "C", "C", "C", "C", "C", "H", "H", "H", "H", "H", "H", "H", "H", "H", "H", "H", "H", "H", "H"],
  "xyz": [[-0.423559, -0.105650, -0.008032], [-1.542759, -5.835450, -0.010832], [-1.581059, -4.475450, 0.008268], [-1.614259, -3.759250, 1.204868], [-1.573859, -2.377050, 1.137068], [-1.546259, -1.755150, -0.027432], [-1.514059, -2.411550, -1.175832], [-1.547059, -3.794450, -1.210832], [-1.288359, -1.448750, -2.350832], [-1.667059, -1.757150, -3.471332], [-0.710259, -0.376350, -2.005832], [-1.419859, -1.390050, 2.304868], [-1.844059, -1.693850, 3.411868], [-0.839459, -0.315050, 1.973568], [-1.488559, -6.157050, 0.898168], [-1.618359, -4.247250, 2.170168], [-1.479559, -4.335450, -2.141832], [-4.267159, 5.151350, 0.013168], [-3.477059, 3.877050, 0.020268], [-2.929459, 3.358250, 1.187768], [-2.186059, 2.189050, 1.131368], [-1.971459, 1.534750, 0.000068], [-2.491259, 2.011850, -1.122632], [-3.249859, 3.169950, -1.158232], [-4.336459, 5.576450, 1.011368], [-5.273859, 4.971550, -0.361732], [-3.795859, 5.882750, -0.642432], [-3.071159, 3.863450, 2.132268], [-1.737059, 1.749050, 2.011168], [-2.266359, 1.444950, -2.015932], [-3.652359, 3.528850, -2.094532], [1.961041, -2.918050, -0.882432], [2.440741, -1.595650, 0.416468], [1.937141, -2.197550, 2.162068], [4.364841, -1.749750, 0.455068], [1.673341, -0.099450, 0.032968], [2.201241, 1.095150, -0.315832], [1.353641, 2.172750, -0.644032], [1.843841, 3.400250, -1.027332], [3.210041, 3.630450, -1.100232], [4.067441, 2.592650, -0.770232], [3.583441, 1.361550, -0.383932], [2.278941, -3.915150, -0.589732], [2.410041, -2.696650, -1.845632], [0.888541, -2.942450, -1.032132], [2.455241, -3.110250, 2.444868], [0.873441, -2.396850, 2.212968], [2.152541, -1.443850, 2.913168], [4.660041, -2.765250, 0.710968], [4.810041, -1.089350, 1.192968], [4.792441, -1.524750, -0.517232], [0.288041, 2.000750, -0.602832], [1.149541, 4.192650, -1.279032], [3.593641, 4.593850, -1.408632], [5.137841, 2.752150, -0.822932], [4.276741, 0.578450, -0.137332]],
  "forces_ev_per_angstrom": [[0.513, -0.150, -0.005], [-0.015, 0.075, 0.064], [-0.042, 0.307, -0.015], [-0.043, 0.136, 0.049], [-0.047, -0.124, 0.187], [0.037, -0.295, 0.048], [-0.088, -0.183, -0.211], [-0.145, -0.041, 0.052], [-0.272, -0.646, -0.287], [-0.057, -0.258, -0.124], [0.417, 0.824, 0.418], [-0.346, -0.641, 0.315], [-0.031, -0.229, 0.064], [0.466, 0.659, -0.326], [-0.026, 0.047, -0.124], [-0.005, -0.031, 0.069], [-0.028, 0.025, -0.092], [0.030, -0.050, -0.010], [0.135, -0.176, 0.020], [-0.049, 0.000, -0.175], [-0.127, 0.237, 0.327], [0.419, -0.293, 0.018], [-0.221, 0.232, -0.342], [0.027, -0.032, 0.166], [-0.029, 0.039, 0.047], [-0.075, 0.031, -0.008], [-0.002, 0.063, -0.026], [0.008, 0.016, 0.080], [0.003, 0.000, 0.086], [0.019, -0.029, -0.096], [-0.006, -0.017, -0.107], [-0.002, 0.482, 0.561], [0.235, -0.564, 0.098], [-0.028, 0.179, -0.697], [-0.641, 0.350, -0.079], [-0.664, -0.703, 0.326], [0.119, 0.203, -0.076], [0.075, -0.008, -0.012], [-0.038, 0.129, -0.027], [0.063, 0.263, -0.076], [0.069, 0.141, -0.048], [0.085, -0.007, -0.022], [0.094, -0.200, 0.145], [0.130, 0.159, -0.174], [-0.163, -0.043, -0.029], [0.172, -0.197, -0.064], [-0.189, -0.058, 0.076], [0.046, 0.218, 0.077], [-0.172, -0.217, 0.053], [0.126, 0.161, 0.128], [0.138, 0.084, -0.182], [-0.039, 0.173, -0.077], [-0.056, 0.043, -0.015], [0.021, 0.030, -0.003], [0.067, -0.035, 0.027], [0.134, -0.076, 0.028]],
  "spin_multiplicity": 2,
  "relative_energy_ev": 0.230,
  "lumo_ev": [2.5, 2.5],
  "largest_force_ev_per_a": 1.0,
  "total_energy_ev": -90433.831,
  "total_charge": -1
}